Entry from the OMol25 dataset: a cluster of 2 separate species, H3N2O2S in total (ωB97M-V/def2-TZVPD).

Output
- strongest force on any atom (eV/A) = 4.17
- energy relative to the best compared isomer or geometry (same formula, charge and spin) (kcal/mol) = 107.04
- frontier orbital gap (eV) = 7.2839
- lowest unoccupied orbital energy (eV) = 4.259
- HOMO (eV) = -3.025
- total charge = -1
- spin multiplicity = 1

```
8
Properties=species:S:1:pos:R:3:forces:R:3:nbo_charge:R:1
N -1.80534 -0.05302 0.15873 3.190 -0.778 2.568 -0.387
N -0.63638 -0.14773 -0.27116 -2.577 -0.016 -1.308 -0.343
O 1.76585 -0.74830 -0.45221 1.454 -1.243 -1.584 -0.997
O 0.91056 1.50621 0.03850 -0.383 0.225 0.094 -1.039
S 0.89859 -0.33656 0.60406 -0.797 0.563 2.486 1.434
H 0.55231 1.54914 -0.86803 0.405 -0.151 0.376 0.439
H -2.38405 0.27740 -0.56572 -0.877 0.253 -1.800 0.294
H 0.69847 -2.04715 1.35583 -0.414 1.147 -0.832 -0.400
```
Forces are in eV/Å.